Computed, not measured: a molecular structure, C27H52F18Li2O21P3 at a distorted geometry, with ωB97M-V/def2-TZVPD.

Properties
* highest occupied orbital energy: -8.81 eV
* molar mass: 1161.46 g/mol

```
! wB97M-V def2-TZVPD RIJCOSX def2/J DEFGRID3
* xyz -1 1
P 16.47134 13.92253 -21.15498
P 11.92702 13.91489 -18.74232
P 19.81482 17.03344 -18.74200
F 15.00856 13.41128 -21.27013
F 12.37617 12.35992 -18.30985
F 12.44287 13.58592 -20.20334
F 19.55868 16.69422 -20.32931
F 17.03983 13.34567 -22.55797
F 21.04288 16.00352 -18.75243
F 11.33076 15.41950 -19.13951
F 13.47611 14.49006 -18.46463
F 17.86913 14.56667 -20.73478
F 11.53173 14.22373 -17.27577
F 15.98009 15.33287 -21.74851
F 20.04175 17.14510 -17.16067
F 20.70546 18.34718 -19.15157
F 16.78354 12.64752 -20.26730
F 16.02099 14.53691 -19.70776
F 18.50149 18.05859 -18.72512
F 10.50646 13.20998 -19.00734
F 18.73492 15.87585 -18.29087
O 24.93857 18.03120 -20.94290
O 22.51028 15.47398 -24.50650
O 22.39533 10.01493 -17.93739
O 23.18508 12.22340 -17.41990
O 16.08725 16.61965 -17.78050
O 23.99877 16.18424 -20.46406
O 21.40248 13.60379 -25.39729
O 14.38764 17.01426 -16.29953
O 20.57169 14.90868 -23.64929
O 14.84901 12.43780 -15.20208
O 18.41691 21.35760 -14.62983
O 16.00545 19.30360 -22.16735
O 16.00148 15.85156 -15.60995
O 18.35745 19.06853 -14.46807
O 15.25337 12.28191 -17.47943
O 21.43473 11.84018 -18.76322
O 16.02407 17.65663 -20.53634
O 17.52672 20.07038 -16.31889
O 16.71260 11.66083 -15.82993
O 26.19621 16.42241 -20.01667
O 14.20304 18.08735 -21.71286
C 17.81828 11.36876 -16.57905
C 18.50673 19.07652 -13.07032
C 18.02521 20.77153 -21.80334
C 17.29960 15.35352 -15.63325
C 13.33398 17.08338 -21.11504
C 17.46244 19.35793 -22.23112
C 22.00439 13.58252 -20.33486
C 22.94253 16.86583 -21.15102
C 19.34297 14.15313 -23.57904
C 18.98561 11.68692 -15.63820
C 25.13215 16.83168 -20.42077
C 21.25019 13.18109 -19.09568
C 17.61503 21.06559 -17.28377
C 21.50125 14.56929 -24.58263
C 15.41141 18.37682 -21.30616
C 13.61631 17.59452 -17.34126
C 15.51407 16.51952 -16.64392
C 16.15112 21.05882 -17.94101
C 13.57606 13.05440 -15.24432
C 18.19910 20.26716 -15.11338
C 17.70845 14.95374 -14.22582
C 15.63397 12.16258 -16.29581
C 22.42360 11.41937 -17.97739
C 23.65047 18.15270 -21.46246
C 23.76602 17.10642 -25.72534
C 23.44412 9.44009 -17.32019
C 23.46055 15.58972 -25.51574
Li 14.77889 12.77990 -19.42643
Li 17.29740 16.26290 -19.44770
H 19.50364 19.42609 -12.80189
H 20.21192 13.26564 -19.41654
H 17.80763 11.86630 -17.54881
H 22.07223 16.97057 -20.50317
H 19.46288 13.27954 -22.93828
H 18.34309 20.90335 -18.07857
H 13.17582 16.78917 -17.92902
H 15.38066 21.49338 -17.30411
H 17.87312 10.30473 -16.80915
H 22.59726 16.44091 -22.09353
H 18.97216 11.08502 -14.72955
H 14.14496 18.22258 -18.05832
H 18.78186 14.83218 -14.08047
H 24.00995 8.89354 -18.07465
H 16.16195 21.61163 -18.88037
H 12.38731 16.93701 -21.63513
H 12.66431 17.99728 -16.99546
H 18.93192 12.68480 -15.20293
H 13.67619 14.12298 -15.05402
H 17.70060 21.50162 -22.54476
H 19.11435 20.77645 -21.84624
H 15.83428 20.05319 -18.21747
H 18.82471 13.87995 -24.49821
H 23.24928 19.00293 -20.91087
H 22.99055 8.81922 -16.54760
H 21.33941 13.80612 -18.20715
H 12.87686 12.65606 -14.50910
H 17.75554 15.82711 -13.57536
H 17.92717 16.20212 -15.90551
H 17.61250 19.61612 -12.75841
H 17.88667 18.46698 -21.76816
H 24.18935 9.97471 -16.73119
H 17.75560 19.28284 -23.27827
H 17.16859 14.08828 -13.84159
H 23.16729 15.04214 -26.41143
H 22.91665 17.53568 -26.25676
H 21.82862 12.76294 -21.03162
H 18.42966 18.05169 -12.70716
H 13.13998 17.30960 -20.06657
H 18.56502 14.84202 -23.24993
H 17.76302 20.90552 -20.75386
H 23.67825 18.44361 -22.51256
H 24.73036 17.38405 -26.15086
H 17.87833 22.06734 -16.94426
H 23.07352 13.75678 -20.21364
H 13.09986 12.94564 -16.21875
H 24.27334 14.96198 -25.15048
H 21.58163 14.51827 -20.70057
H 23.92654 17.57678 -24.75524
H 17.52499 14.55826 -16.34379
H 19.93888 11.59133 -16.15804
H 13.88462 16.14422 -21.06140
*
```

Löwdin atomic charge list, values in e, 99 entries:
1. P 0.11
2. P 0.18
3. P 0.24
4. F -0.13
5. F -0.21
6. F -0.14
7. F -0.17
8. F -0.11
9. F -0.13
10. F -0.17
11. F -0.20
12. F -0.15
13. F -0.11
14. F -0.12
15. F -0.13
16. F -0.15
17. F -0.14
18. F -0.23
19. F -0.19
20. F -0.15
21. F -0.22
22. O 0.08
23. O -0.01
24. O -0.01
25. O 0.10
26. O 0.01
27. O 0.09
28. O 0.06
29. O 0.07
30. O -0.01
31. O 0.00
32. O 0.12
33. O 0.01
34. O 0.06
35. O -0.03
36. O 0.03
37. O 0.02
38. O 0.05
39. O 0.01
40. O 0.06
41. O 0.13
42. O 0.02
43. C -0.20
44. C -0.05
45. C -0.04
46. C -0.22
47. C 0.02
48. C -0.17
49. C -0.04
50. C -0.09
51. C -0.05
52. C -0.02
53. C -0.60
54. C -0.24
55. C -0.22
56. C -0.48
57. C -0.53
58. C -0.02
59. C -0.54
60. C -0.03
61. C -0.03
62. C -0.49
63. C -0.05
64. C -0.52
65. C -0.48
66. C -0.13
67. C -0.03
68. C -0.14
69. C -0.22
70. Li 0.73
71. Li 0.64
72. H 0.10
73. H 0.12
74. H 0.13
75. H 0.09
76. H 0.10
77. H 0.11
78. H 0.06
79. H 0.07
80. H 0.13
81. H 0.12
82. H 0.08
83. H 0.09
84. H 0.08
85. H 0.10
86. H 0.06
87. H 0.10
88. H 0.11
89. H 0.06
90. H 0.09
91. H 0.07
92. H 0.07
93. H 0.05
94. H 0.10
95. H 0.13
96. H 0.10
97. H 0.12
98. H 0.10
99. H 0.06

Computed, not measured: CH3NO2 in the gas phase at a distorted geometry, with ωB97M-V/def2-TZVPD.

Properties
* highest occupied orbital energy: -10.77 eV
* SMILES: C[N+](=O)[O-]
* molar mass: 61.04 g/mol
* energy relative to the best compared isomer or geometry (same formula, charge and spin): 106.6 kcal/mol

```
! wB97M-V def2-TZVPD RIJCOSX def2/J DEFGRID3
* xyz 0 1
O -1.45861 1.09702 -0.33875
O -1.36485 -1.01557 0.31761
N -0.92835 0.07533 0.04560
C 0.77966 0.01577 -0.00532
H 0.84108 -0.84561 0.60027
H 1.14374 -0.32554 -0.95055
H 0.98732 0.99861 0.33115
*
```

And the Löwdin charges, in e, turn out to be:
1. O 0.05
2. O 0.05
3. N -0.40
4. C 0.12
5. H 0.05
6. H 0.07
7. H 0.06

Computed, not measured: C3H4S in the gas phase at a distorted geometry, with ωB97M-V/def2-TZVPD.

Properties
* highest occupied orbital energy: -8.84 eV
* SMILES: C#CSC
* molar mass: 72.13 g/mol
* energy relative to the best compared isomer or geometry (same formula, charge and spin): 22.0 kcal/mol

```
! wB97M-V def2-TZVPD RIJCOSX def2/J DEFGRID3
* xyz 0 1
S -0.15009 0.91437 1.06791
C 0.69763 -0.68039 0.95560
C 1.30327 -1.73599 0.82641
C -0.82790 1.00882 -0.61655
H 1.80836 -2.66884 0.69812
H -0.35531 0.29060 -1.31068
H -0.58251 2.03378 -1.00428
H -1.89345 0.83766 -0.61652
*
```

And the Löwdin charges, in e, turn out to be:
1. S 0.78
2. C -0.50
3. C 0.02
4. C -0.42
5. H 0.02
6. H 0.05
7. H 0.04
8. H 0.02

Computed, not measured: 2 unconnected molecules or ions with the total composition C4H8O2 at a distorted geometry, with ωB97M-V/def2-TZVPD.

Properties
* highest occupied orbital energy: -9.14 eV
* SMILES: C=CO.C=CO
* molar mass: 88.11 g/mol
* energy relative to the best compared isomer or geometry (same formula, charge and spin): 62.8 kcal/mol

```
! wB97M-V def2-TZVPD RIJCOSX def2/J DEFGRID3
* xyz 0 1
O -0.45040 -0.05938 -2.60134
O 0.50520 -2.08686 0.58347
C -0.77433 1.87529 -1.24941
C 0.17105 -1.35562 1.69686
C 1.08199 -0.77040 2.47251
C -1.07400 1.10926 -2.27478
H 1.43220 -1.86803 0.44180
H -1.88764 1.35571 -2.94550
H 0.77218 -0.31620 3.39623
H -0.04428 -0.37388 -1.78516
H -0.85525 -1.31820 1.98217
H -1.00921 2.93028 -1.30602
H 2.11850 -0.74181 2.15528
H 0.01397 1.61987 -0.56609
*
```

And the Löwdin charges, in e, turn out to be:
1. O 0.00
2. O -0.01
3. C -0.01
4. C -0.27
5. C 0.00
6. C -0.28
7. H 0.09
8. H 0.11
9. H 0.05
10. H 0.08
11. H 0.10
12. H 0.05
13. H 0.06
14. H 0.05

Computed, not measured: C5H10O2 in the gas phase at a distorted geometry, with ωB97M-V/def2-TZVPD.

Properties
* highest occupied orbital energy: -8.99 eV
* SMILES: C[C@]1(O)C[C@@]1(C)O
* molar mass: 102.13 g/mol
* energy relative to the best compared isomer or geometry (same formula, charge and spin): 99.8 kcal/mol

```
! wB97M-V def2-TZVPD RIJCOSX def2/J DEFGRID3
* xyz 0 1
O 1.63211 0.99131 0.06907
O -0.77759 1.53388 -0.51246
C -0.06384 0.23813 1.53077
C -1.85403 -0.60885 -0.15961
C 1.76936 -0.94412 -0.86601
C 0.80101 -0.13715 0.22919
C -0.67355 0.29467 0.15718
H -0.51750 -0.38059 2.31017
H -1.20043 2.18642 0.05580
H 2.52096 -1.53491 -0.34926
H 1.12952 -1.50489 -1.52664
H 0.25888 1.21187 1.92534
H 2.38827 -0.28120 -1.54826
H 1.15088 1.48287 -0.60426
H -1.76079 -1.58442 0.32554
H -1.93002 -0.75812 -1.23995
H -2.80677 -0.16593 0.17693
*
```

And the Löwdin charges, in e, turn out to be:
1. O -0.10
2. O -0.01
3. C 0.03
4. C -0.01
5. C 0.02
6. C -0.29
7. C -0.51
8. H 0.10
9. H 0.11
10. H 0.06
11. H 0.05
12. H 0.11
13. H 0.09
14. H 0.08
15. H 0.08
16. H 0.08
17. H 0.09

Computed, not measured: 2 unconnected molecules or ions with the total composition C31H39BN2O4 at a distorted geometry, with ωB97M-V/def2-TZVPD.

Properties
* highest occupied orbital energy: -5.92 eV
* molar mass: 514.47 g/mol
* energy relative to the best compared isomer or geometry (same formula, charge and spin): 50.5 kcal/mol

```
! wB97M-V def2-TZVPD RIJCOSX def2/J DEFGRID3
* xyz 0 1
O 1.99609 0.04522 4.35978
O 1.28876 -0.02432 1.98900
O 2.03516 2.11517 2.92245
O 4.36104 -0.76126 3.16975
N -6.16827 3.33784 5.97869
N -3.78837 -5.71446 5.16224
C -2.87656 -6.84177 5.14174
C 0.78448 2.50823 3.42852
C -6.84515 4.96692 7.59068
C -2.11813 -4.13763 4.32594
C -2.72319 -1.80341 4.08753
C -1.76032 -2.82399 4.02432
C 3.70719 0.43636 3.02624
C -4.40752 -3.41586 4.78152
C -3.70611 0.63397 5.72539
C -5.34230 2.08418 4.01046
C -5.41385 2.33653 5.41669
C -5.96081 3.73523 7.35747
C 6.64042 -1.56993 3.31500
C -4.63344 1.50409 6.26228
C -2.31919 -0.35915 3.91944
C 5.91611 0.88877 3.24958
C -4.04658 -2.13050 4.40134
C -7.58858 5.22831 6.27535
C -6.97919 4.27286 5.22507
C 0.74629 0.38949 4.85269
C -4.35461 1.24708 3.48148
C -3.44530 -4.45294 4.76343
C -5.05845 -7.52567 6.07701
C -0.02298 1.20705 3.71816
C -5.09432 -6.03132 5.72488
C -3.48676 0.54518 4.34333
C -1.30789 1.65322 4.20991
C -0.01714 0.38014 2.33744
C 4.62779 1.47424 3.13996
C 5.70063 -0.47803 3.27332
C -3.63113 -8.00830 5.80671
B 2.06744 0.63652 3.00742
H -2.14410 -0.15717 2.86219
H -2.61694 -7.09624 4.10415
H -4.22693 1.17322 2.39292
H -3.07384 0.01445 6.36723
H -7.48586 6.27432 5.95463
H -0.38961 1.04563 1.52465
H -8.65857 5.01380 6.38527
H -1.29954 1.90147 5.26842
H -5.43648 -3.61353 5.09260
H -5.78754 -8.07542 5.47156
H -7.76000 3.76216 4.64683
H 0.93071 3.07160 4.37356
H -6.22004 5.82481 7.86356
H -5.33434 -7.66305 7.12346
H -1.92733 2.17197 3.48666
H -7.54843 4.77040 8.40490
H -6.23922 2.92314 8.04189
H -1.36001 -4.92808 4.25074
H -3.62689 -8.88157 5.15246
H -6.38128 4.84936 4.50359
H 6.51893 -2.18457 4.20545
H -4.80354 -1.35395 4.41828
H -4.90712 3.98498 7.55887
H 6.85562 1.42202 3.28813
H -1.47193 -0.20382 4.60198
H 0.22874 3.11565 2.68608
H -4.75279 1.53792 7.34157
H 7.62889 -1.12513 3.33577
H -0.72960 -2.58950 3.75862
H -5.89287 -5.81787 4.99790
H 0.22497 -0.54153 5.16122
H -0.56199 -0.58289 2.37030
H -5.31705 -5.42761 6.62205
H 4.35627 2.53000 3.13419
H 0.89423 1.05038 5.73511
H -6.06146 2.56559 3.33811
H -3.13490 -8.27862 6.74145
H -1.94038 -6.62154 5.67250
H 6.56126 -2.20421 2.43283
*
```

And the Löwdin charges, in e, turn out to be:
1. O 0.04
2. O 0.09
3. O 0.05
4. O 0.07
5. N -0.09
6. N -0.10
7. C -0.16
8. C -0.12
9. C -0.15
10. C 0.00
11. C -0.20
12. C -0.02
13. C -0.08
14. C -0.01
15. C -0.06
16. C 0.00
17. C -0.20
18. C -0.17
19. C -0.05
20. C -0.01
21. C -0.16
22. C -0.04
23. C -0.04
24. C -0.15
25. C -0.16
26. C -0.13
27. C -0.03
28. C -0.21
29. C -0.16
30. C -0.37
31. C -0.16
32. C -0.31
33. C 0.22
34. C -0.10
35. C -0.05
36. C -0.36
37. C -0.15
38. B -0.94
39. H 0.11
40. H 0.12
41. H 0.13
42. H 0.14
43. H 0.11
44. H 0.15
45. H 0.11
46. H 0.14
47. H 0.10
48. H 0.11
49. H 0.12
50. H 0.15
51. H 0.11
52. H 0.10
53. H 0.13
54. H 0.11
55. H 0.12
56. H 0.10
57. H 0.11
58. H 0.12
59. H 0.08
60. H 0.11
61. H 0.13
62. H 0.10
63. H 0.09
64. H 0.14
65. H 0.10
66. H 0.08
67. H 0.12
68. H 0.12
69. H 0.13
70. H 0.12
71. H 0.12
72. H 0.10
73. H 0.14
74. H 0.10
75. H 0.11
76. H 0.12
77. H 0.08

Computed, not measured: 2 unconnected molecules or ions with the total composition C6H16NO at a distorted geometry, with ωB97M-V/def2-TZVPD.

Properties
* highest occupied orbital energy: -12.24 eV
* molar mass: 118.20 g/mol
* energy relative to the best compared isomer or geometry (same formula, charge and spin): 86.8 kcal/mol

```
! wB97M-V def2-TZVPD RIJCOSX def2/J DEFGRID3
* xyz 1 1
O 1.53807 0.02135 -0.05466
N 4.27443 1.44536 0.75711
C -1.25896 0.34912 -1.60140
C -3.11926 0.73076 0.92497
C -0.29030 -1.51132 -0.25439
C -1.77444 0.04323 0.93699
C -1.40879 -0.63931 -0.45842
C 1.09165 -1.21237 -0.59092
H 4.24244 0.96440 1.64310
H 3.46549 2.02851 0.62008
H -1.62209 -0.69079 1.72873
H -1.00179 0.80107 1.09638
H -3.08058 1.62868 0.31833
H -3.91215 0.10535 0.51330
H 5.13007 1.97298 0.68261
H -0.56398 -2.54986 -0.05685
H 1.13107 0.24427 0.79223
H -2.24537 -1.33477 -0.61636
H -1.25028 -0.14973 -2.56952
H -3.42197 1.00630 1.93085
H 1.73751 -2.01030 -0.19168
H -2.13445 1.00038 -1.58001
H -0.36829 0.97006 -1.52824
H 1.30480 -1.18765 -1.66545
*
```

And the Löwdin charges, in e, turn out to be:
1. O -0.01
2. N 0.01
3. C -0.01
4. C -0.07
5. C 0.18
6. C -0.16
7. C -0.33
8. C -0.18
9. H 0.00
10. H -0.01
11. H 0.12
12. H 0.12
13. H 0.08
14. H 0.09
15. H 0.01
16. H 0.17
17. H 0.10
18. H 0.17
19. H 0.10
20. H 0.09
21. H 0.15
22. H 0.09
23. H 0.10
24. H 0.18

Computed, not measured: a gas-phase ion, C2H4FN4 (charge +1), with ωB97M-V/def2-TZVPD.

Properties
* highest occupied orbital energy: -14.78 eV
* SMILES: Nc1ncn(F)[nH+]1
* molar mass: 103.08 g/mol
* energy relative to the best compared isomer or geometry (same formula, charge and spin): 0.0 kcal/mol

```
! wB97M-V def2-TZVPD RIJCOSX def2/J DEFGRID3
* xyz 1 1
F 1.40832 -2.21140 0.75711
N -0.37231 1.68715 -0.97749
N 0.54927 -1.21285 0.60887
N -1.20304 0.04920 0.51901
N 0.85248 -0.21225 -0.25957
C -0.25197 0.57238 -0.27467
C -0.66997 -1.01674 1.09127
H 0.31255 1.98792 -1.65069
H -1.24369 2.19163 -0.90352
H -1.14046 -1.68987 1.79400
H 1.75883 -0.14516 -0.70432
*
```

And the Löwdin charges, in e, turn out to be:
1. F 0.16
2. N 0.23
3. N -0.07
4. N 0.18
5. N 0.22
6. C -0.37
7. C -0.01
8. H 0.14
9. H 0.14
10. H 0.17
11. H 0.20